ORCA calculation (ωB97M-V/def2-TZVPD) on an isolated molecule of C17H14N4O2S2 in a non-equilibrium geometry.

The geometry in XYZ format:
```
39
Properties=species:S:1:pos:R:3
C -0.505 -4.022 0.951
C -1.340 -3.565 -0.247
C -1.350 -2.072 -0.319
N -0.197 -1.496 -0.657
C -0.096 -0.181 -0.693
S 1.450 0.544 -1.112
C 2.473 -0.967 -1.189
C 2.953 -1.313 0.192
O 2.590 -2.282 0.814
N 3.849 -0.438 0.773
C 4.432 0.685 0.259
N 4.347 1.119 -0.947
C 5.050 2.264 -1.122
C 5.703 2.725 -0.028
S 5.431 1.683 1.320
C -1.219 0.585 -0.402
O -1.392 1.930 -0.377
C -2.694 2.128 -0.031
C -3.327 3.351 0.117
C -4.662 3.332 0.476
C -5.348 2.136 0.683
C -4.721 0.917 0.537
C -3.378 0.913 0.176
C -2.401 -0.110 -0.070
N -2.469 -1.437 -0.020
H 0.503 -3.620 0.880
H -0.955 -3.673 1.877
H -0.452 -5.107 0.977
H -2.367 -3.916 -0.156
H -0.899 -3.958 -1.164
H 1.835 -1.768 -1.561
H 3.298 -0.731 -1.856
H 4.097 -0.673 1.727
H 5.049 2.722 -2.093
H 6.316 3.596 0.075
H -2.792 4.273 -0.044
H -5.186 4.268 0.599
H -6.391 2.171 0.962
H -5.239 -0.015 0.693
```

Results
E_HOMO: -8.494 eV
Orbital gap: 8.69 eV
Net charge: 0
Energy: -49582.9835 eV
Maximum force: 1.4 eV/A
SMILES string: CCc1nc(SCC(=O)Nc2nccs2)c2oc3ccccc3c2n1

What are the Mulliken partial charges on each atom? They are as follows, in elementary charge units: C -0.942; C -0.633; C 0.353; N -0.323; C 0.136; S -0.099; C -0.834; C 0.385; O -0.623; N -0.068; C 0.405; N -0.266; C -0.688; C -0.186; S -0.173; C 0.600; O -0.539; C 0.034; C -1.013; C -0.303; C -0.685; C -0.396; C 0.520; C 0.679; N -0.653; H 0.137; H 0.334; H 0.353; H 0.329; H 0.272; H 0.435; H 0.582; H 0.257; H 0.403; H 0.448; H 0.462; H 0.387; H 0.394; H 0.517


ORCA calculation (ωB97M-V/def2-TZVPD) on a structure of composition C17H14N5O6SV in a non-equilibrium geometry.

The geometry in XYZ format:
```
44
Properties=species:S:1:pos:R:3
V 0.815 0.563 -1.075
O 2.787 -0.468 -4.418
C 2.407 -0.075 -3.271
O 1.268 0.371 -2.993
C 3.406 -0.061 -2.150
C 4.744 -0.396 -2.142
C 5.448 -0.146 -0.963
C 4.816 0.443 0.139
C 3.475 0.739 0.036
N 2.805 0.464 -1.087
C 2.515 1.370 1.023
O 2.812 1.739 2.210
O 1.349 1.516 0.612
H 2.091 -0.420 -5.106
H 5.221 -0.825 -3.013
H 6.502 -0.392 -0.905
H 5.385 0.662 1.034
H 3.746 1.662 2.468
N -4.723 -2.291 3.602
C -3.798 -2.066 2.674
C -2.603 -1.367 2.996
C -1.642 -1.161 2.056
C -1.846 -1.655 0.743
C -3.042 -2.345 0.399
C -3.996 -2.528 1.345
S -0.716 -1.555 -0.439
O 0.598 -0.921 0.133
O -0.516 -2.691 -1.258
N -0.909 -0.247 -1.500
C -1.465 0.976 -1.083
N -0.518 1.939 -1.252
C -0.830 3.227 -0.933
C -2.087 3.506 -0.491
C -2.974 2.429 -0.308
N -2.661 1.166 -0.576
H -4.593 -2.000 4.556
H -5.561 -2.806 3.392
H -2.452 -1.019 4.010
H -0.728 -0.653 2.327
H -3.194 -2.733 -0.601
H -4.909 -3.053 1.094
H -0.065 3.976 -1.083
H -2.387 4.522 -0.277
H -3.973 2.602 0.076
```

Results
E_HOMO (spin up / spin down): -16.362 / -16.386 eV
Orbital gap (spin up / spin down): 4.24 / 4.61 eV
Net charge: +3
Multiplicity: 2
Energy: -74088.2368 eV
Maximum force: 1.1 eV/A

What are the Mulliken partial charges on each atom? They are as follows, in elementary charge units: V 0.072; O -0.314; C 0.660; O -0.488; C 0.511; C -0.613; C -0.584; C -0.782; C 1.054; N -0.134; C 0.500; O -0.375; O -0.157; H 0.450; H 0.570; H 0.500; H 0.318; H 0.348; N -0.405; C 1.111; C -0.937; C -0.196; C 0.365; C -0.689; C -0.855; S 1.421; O -0.565; O -0.582; N -0.407; C 0.811; N 0.121; C -0.042; C -0.669; C -0.150; N -0.386; H 0.225; H 0.229; H 0.353; H 0.466; H 0.452; H 0.359; H 0.511; H 0.449; H 0.476


ORCA calculation (ωB97M-V/def2-TZVPD) on an isolated molecule of C17H14O4S in a non-equilibrium geometry.

The geometry in XYZ format:
```
36
Properties=species:S:1:pos:R:3
C -0.072 3.613 0.738
C 0.509 3.723 -0.631
C 0.411 4.897 -1.373
C 0.935 4.984 -2.651
C 1.571 3.894 -3.224
C 1.681 2.718 -2.502
C 1.156 2.648 -1.227
S 1.335 1.097 -0.372
O 1.829 1.277 0.960
O 2.016 0.150 -1.199
O -0.247 0.717 -0.321
C -0.654 -0.546 0.056
C -1.985 -0.894 -0.251
C -2.463 -2.123 0.104
C -1.645 -3.057 0.770
C -2.108 -4.336 1.147
C -1.293 -5.220 1.789
C 0.040 -4.866 2.088
O 0.799 -5.793 2.727
C 0.520 -3.629 1.737
C -0.305 -2.699 1.073
C 0.170 -1.423 0.706
H 0.627 3.109 1.401
H -0.979 3.011 0.704
H -0.318 4.595 1.135
H -0.085 5.753 -0.938
H 0.845 5.907 -3.204
H 1.978 3.960 -4.221
H 2.167 1.843 -2.901
H -2.600 -0.173 -0.765
H -3.483 -2.395 -0.127
H -3.128 -4.607 0.916
H -1.634 -6.200 2.081
H 1.686 -5.445 2.875
H 1.540 -3.351 1.963
H 1.184 -1.139 0.934
```

Results
E_HOMO: -8.165 eV
Orbital gap: 8.72 eV
Relative energy (zero: lowest compared OMol25 entry of this formula, charge and spin): 0.0 kJ/mol
Net charge: 0
Energy: -36881.2830 eV
Maximum force: 1.1 eV/A
SMILES string: Cc1ccccc1S(=O)(=O)Oc1ccc2ccc(O)cc2c1

What are the Mulliken partial charges on each atom? They are as follows, in elementary charge units: C -1.534; C 0.562; C -0.731; C -0.531; C -0.619; C -0.491; C 0.477; S 1.339; O -0.629; O -0.633; O -0.168; C 0.662; C -0.712; C -0.906; C 0.345; C -0.771; C -0.591; C 0.894; O -0.548; C -0.658; C -0.269; C -0.013; H 0.348; H 0.262; H 0.439; H 0.389; H 0.386; H 0.396; H 0.514; H 0.462; H 0.369; H 0.368; H 0.428; H 0.286; H 0.375; H 0.504


ORCA calculation (ωB97M-V/def2-TZVPD) on an isolated molecule of C17H14O5S in a non-equilibrium geometry.

The geometry in XYZ format:
```
37
Properties=species:S:1:pos:R:3
C 2.981 2.647 -1.713
C 2.209 2.719 -0.404
C 2.083 1.396 0.315
O 1.706 1.290 1.459
O 2.390 0.365 -0.451
C 2.431 -0.949 0.154
C 3.863 -1.274 0.548
C 1.922 -1.855 -1.015
O 2.700 -2.530 -1.651
C 0.521 -1.714 -1.289
C -0.353 -1.189 -0.382
C -1.754 -1.014 -0.628
C -2.586 -0.524 0.327
C -4.010 -0.298 0.155
C -4.851 0.166 1.209
C -6.141 0.302 0.827
S -6.376 -0.125 -0.824
C -4.718 -0.494 -1.003
O -2.139 -0.198 1.571
C -0.844 -0.389 1.849
C 0.062 -0.835 0.960
C 1.480 -1.052 1.343
O 1.816 -1.454 2.430
H 3.993 2.290 -1.541
H 2.495 1.968 -2.409
H 3.033 3.634 -2.166
H 1.191 3.078 -0.580
H 2.678 3.419 0.292
H 3.894 -2.266 0.988
H 4.496 -1.253 -0.335
H 4.217 -0.551 1.280
H 0.165 -2.092 -2.235
H -2.143 -1.272 -1.598
H -4.488 0.379 2.198
H -6.978 0.628 1.411
H -4.360 -0.832 -1.954
H -0.581 -0.122 2.862
```

Results
E_HOMO: -8.198 eV
Orbital gap: 7.68 eV
Relative energy (zero: lowest compared OMol25 entry of this formula, charge and spin): 8.5 kJ/mol
Net charge: 0
Energy: -38928.0526 eV
Maximum force: 1.1 eV/A
SMILES string: CCC(=O)O[C@]1(C)C(=O)C=C2C=C(c3ccsc3)OC=C2C1=O

What are the Mulliken partial charges on each atom? They are as follows, in elementary charge units: C -1.131; C -0.332; C 0.572; O -0.605; O -0.215; C 1.617; C -1.817; C -0.181; O -0.646; C -1.098; C 1.134; C -0.926; C 0.721; C 0.482; C -1.202; C -0.140; S -0.139; C -0.467; O -0.394; C -0.534; C 0.612; C -0.015; O -0.617; H 0.295; H 0.259; H 0.406; H 0.261; H 0.336; H 0.355; H 0.415; H 0.434; H 0.477; H 0.368; H 0.414; H 0.468; H 0.353; H 0.480


ORCA calculation (ωB97M-V/def2-TZVPD) on a structure of composition C17H15BiN3O2Se2Te2 in a non-equilibrium geometry.

The geometry in XYZ format:
```
42
Properties=species:S:1:pos:R:3
Bi 1.969 0.332 -0.373
O 1.657 2.272 0.406
C 0.537 2.860 0.827
C 0.181 4.151 0.382
C -1.060 4.695 0.665
C -1.998 4.056 1.457
C -1.586 2.879 1.984
C -0.425 2.212 1.676
C -0.225 0.831 2.268
N 0.864 0.179 2.257
C 0.811 -1.161 2.923
C 1.259 -2.263 1.848
N 0.741 -1.789 0.584
C -0.262 -2.354 0.009
C -0.969 -1.847 -1.139
C -1.826 -2.663 -1.906
C -2.751 -2.185 -2.754
C -2.927 -0.768 -2.854
C -2.066 0.061 -2.126
C -1.033 -0.431 -1.342
O -0.238 0.477 -0.762
H 0.917 4.745 -0.146
H -1.442 5.679 0.286
H -2.934 4.407 1.641
H -2.339 2.338 2.570
H -1.023 0.486 2.896
H -0.183 -1.480 3.325
H 1.642 -1.051 3.643
H 0.735 -3.210 2.234
H 2.362 -2.326 1.757
H -0.562 -3.329 0.434
H -1.799 -3.760 -1.685
H -3.421 -2.797 -3.273
H -3.767 -0.499 -3.531
H -2.098 1.138 -2.143
Se 1.738 0.908 -3.234
Te 3.842 -0.439 -3.587
Te 5.335 0.369 -1.444
Se 4.711 -1.379 0.344
N 2.601 -3.136 -1.372
C 1.819 -3.797 -1.903
H 3.209 -2.414 -0.845
```

Results
E_HOMO: -4.331 eV
Orbital gap: 6.61 eV
Relative energy (zero: lowest compared OMol25 entry of this formula, charge and spin): 95.5 kJ/mol
Net charge: -1
Energy: -177557.9634 eV
Maximum force: 3.1 eV/A

What are the Mulliken partial charges on each atom? They are as follows, in elementary charge units: Bi 1.543; O -1.061; C 0.795; C -0.746; C -0.208; C -1.034; C -0.370; C 0.595; C -0.277; N -0.285; C -0.783; C -0.482; N 0.448; C -0.585; C 0.647; C -0.680; C -0.645; C -0.490; C -0.507; C 0.234; O -0.040; H 0.430; H 0.256; H 0.569; H 0.206; H 0.291; H 0.400; H 0.376; H 0.307; H -0.007; H 0.135; H 0.241; H 0.456; H 0.304; H 0.452; Se -0.462; Te -0.090; Te -0.152; Se -0.618; N 0.284; C -0.306; H -0.142


ORCA calculation (ωB97M-V/def2-TZVPD) on a structure of composition C17H15BrNdO2 in a non-equilibrium geometry.

The geometry in XYZ format:
```
36
Properties=species:S:1:pos:R:3
C -2.158 -0.799 -1.836
C -2.193 -1.317 -0.502
C -2.139 -0.215 0.399
H -2.353 -2.346 -0.228
C -2.092 0.986 -0.351
C -2.118 0.639 -1.745
H -2.160 1.345 -2.582
H -2.259 -1.375 -2.736
H -2.236 -0.294 1.470
H -2.128 1.988 0.079
Nd 0.458 0.085 -1.484
Br 1.315 -2.352 -1.837
C 1.828 0.750 -3.853
C 0.736 1.545 -4.355
C -0.236 0.662 -4.926
H 0.744 2.645 -4.491
C 0.238 -0.667 -4.803
C 1.518 -0.634 -4.171
H 2.247 -1.460 -4.179
H 2.837 1.122 -3.619
H -1.122 0.977 -5.516
H -0.207 -1.559 -5.290
O 0.609 -1.051 0.922
C 0.778 0.066 1.541
O 0.963 1.122 0.846
C 0.753 0.061 3.097
C 0.641 1.220 3.931
C 0.729 1.161 5.334
C 0.835 -0.028 6.060
C 0.964 -1.163 5.268
C 0.882 -1.149 3.836
H 0.628 2.205 3.485
H 0.657 2.072 5.933
H 0.864 -0.045 7.163
H 1.084 -2.106 5.806
H 1.092 -2.092 3.334
```

Results
E_HOMO (spin up / spin down): -4.107 / -4.120 eV
Orbital gap (spin up / spin down): 6.81 / 6.82 eV
Relative energy (zero: lowest compared OMol25 entry of this formula, charge and spin): 172.4 kJ/mol
Net charge: -1
Multiplicity: 4
Energy: -107290.1913 eV
Maximum force: 2.7 eV/A

What are the Mulliken partial charges on each atom? They are as follows, in elementary charge units: C -0.607; C -0.481; C -0.311; H 0.385; C -0.659; C -0.634; H 0.488; H 0.420; H 0.519; H 0.364; Nd 1.030; Br -0.443; C -0.667; C -0.574; C -0.300; H 0.341; C -0.379; C -0.805; H 0.578; H 0.523; H 0.378; H 0.355; O -0.643; C 0.992; O -0.895; C 0.180; C -0.410; C -0.309; C -0.490; C -0.316; C -0.343; H 0.362; H 0.312; H 0.347; H 0.315; H 0.377